{"formula": "C12H36O12", "method": "the ωB97M-V functional and the def2-TZVPD basis", "gap_ev": 9.94, "homo_ev": -9.7453, "charge": 0, "relative_energy_ev": 0.709, "smiles": "OCCO.OCCO.OCCO.OCCO.OCCO.OCCO", "elements": ["O", "C", "C", "O", "H", "H", "H", "H", "H", "H", "O", "C", "C", "O", "H", "H", "H", "H", "H", "H", "O", "C", "C", "O", "H", "H", "H", "H", "H", "H", "O", "C", "C", "O", "H", "H", "H", "H", "H", "H", "O", "C", "C", "O", "H", "H", "H", "H", "H", "H", "O", "C", "C", "O", "H", "H", "H", "H", "H", "H"], "positions_angstrom": [[3.1075, -30.3641, 10.5166], [2.8328, -29.5652, 9.3875], [1.3712, -29.1530, 9.3198], [0.5728, -30.3138, 9.2719], [2.5698, -31.1592, 10.4132], [3.4498, -28.6696, 9.4214], [3.0109, -30.1076, 8.4517], [1.1764, -28.5014, 8.4531], [0.9539, -28.5216, 10.1212], [-0.3987, -30.2106, 9.2421], [-4.7472, -29.6056, 9.3358], [-4.0718, -28.6893, 10.2053], [-2.6660, -29.2059, 10.5291], [-1.9935, -29.4690, 9.3005], [-4.7717, -30.4251, 9.8493], [-4.0456, -27.7118, 9.7291], [-4.6263, -28.5358, 11.1360], [-2.7706, -30.1718, 11.0374], [-2.1109, -28.4557, 11.0857], [-2.6081, -29.8665, 8.6683], [-5.4570, -26.3172, 2.7672], [-5.6105, -27.6983, 3.0615], [-6.4560, -28.3605, 2.0183], [-5.7937, -28.2533, 0.7499], [-5.2683, -25.8481, 3.5836], [-4.6332, -28.1992, 3.0346], [-5.9492, -27.8601, 4.0904], [-7.4506, -27.9142, 1.9334], [-6.5414, -29.4387, 2.1327], [-5.6286, -27.3291, 0.5362], [1.1212, -32.0949, 6.8988], [0.9613, -31.9151, 5.5102], [1.8669, -30.8118, 4.9741], [1.5728, -29.5474, 5.6283], [1.0794, -31.2390, 7.3567], [1.1357, -32.8659, 5.0081], [-0.0897, -31.7190, 5.2602], [1.8502, -30.6323, 3.8984], [2.9015, -31.0387, 5.2439], [2.3029, -28.9756, 5.3695], [-2.5419, -25.9115, 5.9164], [-2.7629, -27.3095, 5.9866], [-1.6264, -28.0909, 5.3675], [-0.4073, -27.8285, 6.0228], [-2.0303, -25.6826, 6.7023], [-2.8809, -27.7263, 6.9890], [-3.7176, -27.5933, 5.5386], [-1.5819, -27.8691, 4.2951], [-1.8358, -29.1643, 5.4545], [0.1649, -28.6331, 6.0238], [-1.2722, -24.3541, 3.9992], [-2.1830, -24.0840, 2.9564], [-3.3853, -23.2352, 3.3652], [-2.8677, -21.9771, 3.8639], [-1.7574, -24.8860, 4.6616], [-1.6601, -23.7060, 2.0784], [-2.5774, -25.0539, 2.6082], [-3.8236, -23.7096, 4.2473], [-4.0610, -23.1325, 2.5222], [-1.9422, -22.1523, 4.0697]]}


{"formula": "C12H36O6S6", "method": "the ωB97M-V functional and the def2-TZVPD basis", "gap_ev": 8.97, "homo_ev": -8.8075, "charge": 0, "relative_energy_ev": 0.535, "elements": ["C", "S", "O", "C", "H", "H", "H", "H", "H", "H", "C", "S", "O", "C", "H", "H", "H", "H", "H", "H", "C", "S", "O", "C", "H", "H", "H", "H", "H", "H", "C", "S", "O", "C", "H", "H", "H", "H", "H", "H", "C", "S", "O", "C", "H", "H", "H", "H", "H", "H", "C", "S", "O", "C", "H", "H", "H", "H", "H", "H"], "positions_angstrom": [[-2.1129, 3.7359, -3.9166], [-3.2153, 2.7624, -4.9492], [-4.5993, 3.0878, -4.5254], [-2.9838, 3.7278, -6.4486], [-2.6931, 4.6094, -3.6213], [-1.2299, 4.0014, -4.4937], [-1.8672, 3.1357, -3.0441], [-3.8917, 3.5466, -7.0224], [-2.1279, 3.4060, -7.0399], [-2.9364, 4.7872, -6.1992], [0.1764, 0.2460, 4.6041], [1.1596, -0.2291, 6.0257], [2.5206, 0.3067, 5.7942], [0.3574, 0.9002, 7.1700], [0.6926, 1.1034, 4.1634], [-0.8196, 0.5873, 4.8893], [0.0669, -0.5050, 3.8238], [0.9759, 0.9932, 8.0600], [-0.6139, 0.5017, 7.4671], [0.2386, 1.8708, 6.6898], [3.9871, -4.9944, -1.9395], [3.4094, -3.3977, -1.3352], [2.6108, -2.8215, -2.4360], [2.2870, -4.0877, -0.1086], [3.1469, -5.4353, -2.4747], [4.3645, -5.5891, -1.1118], [4.8008, -4.8151, -2.6404], [2.1266, -3.3156, 0.6462], [2.7619, -4.9516, 0.3445], [1.3158, -4.2883, -0.5565], [-0.2768, -1.6515, -1.2501], [-1.1413, -0.4040, -0.2964], [-0.7059, -0.5528, 1.1156], [-0.2824, 1.0085, -0.9429], [-0.8240, -1.9209, -2.1481], [-0.1663, -2.4753, -0.5476], [0.7332, -1.3154, -1.4865], [-0.6830, 1.9525, -0.5625], [-0.4031, 1.1277, -2.0218], [0.7583, 0.9828, -0.6158], [3.7336, 0.9386, -2.5816], [4.9591, 0.5978, -1.3004], [6.2881, 0.6856, -1.9543], [4.7691, 2.1131, -0.3629], [2.9722, 1.6013, -2.1667], [3.2347, 0.0045, -2.8383], [4.2611, 1.3841, -3.4205], [5.6558, 2.1506, 0.2697], [3.8767, 2.0410, 0.2578], [4.7774, 2.9927, -1.0050], [-3.7017, -0.5201, 2.7934], [-4.6838, -2.0197, 2.8469], [-4.7206, -2.5074, 4.2421], [-6.2477, -1.2037, 2.5219], [-2.7842, -0.6947, 3.3501], [-4.2248, 0.3525, 3.1797], [-3.4315, -0.3988, 1.7425], [-6.5315, -0.6436, 3.4118], [-6.9964, -1.9588, 2.2930], [-6.1221, -0.5457, 1.6618]]}


{"formula": "C12H36O8", "method": "the ωB97M-V functional and the def2-TZVPD basis", "gap_ev": 10.23, "homo_ev": -9.8515, "charge": 0, "relative_energy_ev": 1.612, "smiles": "OCCO.OCCO.CCO.CCO.CCO.CCO", "elements": ["O", "C", "C", "O", "H", "H", "H", "H", "H", "H", "O", "C", "C", "O", "H", "H", "H", "H", "H", "H", "C", "C", "O", "H", "H", "H", "H", "H", "H", "C", "C", "O", "H", "H", "H", "H", "H", "H", "C", "C", "O", "H", "H", "H", "H", "H", "H", "C", "C", "O", "H", "H", "H", "H", "H", "H"], "positions_angstrom": [[5.8579, 2.5253, -1.6855], [6.1767, 1.5164, -0.7634], [6.1753, 0.1965, -1.6115], [6.1061, -0.8326, -0.6862], [5.8101, 3.3185, -1.1468], [7.1357, 1.6812, -0.2723], [5.3826, 1.4366, -0.0210], [7.0775, 0.1540, -2.2216], [5.4295, 0.1115, -2.4018], [6.2007, -1.6737, -1.1393], [0.2253, -1.0454, 3.8677], [-0.5101, -0.2628, 4.8406], [0.3864, 0.9627, 5.1368], [0.3574, 1.8328, 4.0035], [0.1703, -0.6732, 2.9845], [-1.4446, 0.0923, 4.4063], [-0.6559, -0.8669, 5.7361], [1.3784, 0.6433, 5.4563], [-0.1524, 1.5240, 5.9003], [0.8360, 1.4933, 3.2437], [-3.4717, 5.8128, 1.0620], [-2.0840, 5.4499, 1.5159], [-2.0401, 5.0851, 2.8946], [-3.5308, 6.2301, 0.0567], [-4.0308, 6.4568, 1.7408], [-4.0977, 4.9309, 0.9270], [-1.3698, 6.2439, 1.2975], [-1.6708, 4.5980, 0.9759], [-1.6198, 4.2302, 3.0132], [-4.4206, -0.6512, 0.8942], [-4.3680, 0.8546, 0.4945], [-3.0895, 1.0444, -0.0484], [-4.2145, -1.2812, 0.0290], [-5.3315, -1.1133, 1.2749], [-3.6722, -0.9101, 1.6431], [-4.4076, 1.5820, 1.3053], [-5.0861, 1.1441, -0.2727], [-3.1458, 1.6961, -0.7511], [0.4887, -1.3947, -1.7977], [1.3925, -0.7769, -0.6945], [0.6795, 0.0777, 0.1079], [1.1028, -2.0042, -2.4607], [0.0213, -0.6254, -2.4125], [-0.1674, -2.0866, -1.2696], [2.2861, -0.2708, -1.0597], [1.7401, -1.5855, -0.0515], [-0.1475, 0.3571, -0.2916], [-1.5007, -6.5476, -5.3107], [-0.6780, -5.5826, -4.3196], [0.5194, -6.3078, -4.0160], [-1.7655, -7.5048, -4.8615], [-0.9279, -6.9037, -6.1670], [-2.4357, -6.1422, -5.6974], [-1.2140, -5.2883, -3.4173], [-0.3404, -4.7177, -4.8906], [0.6551, -6.2329, -3.0686]]}


{"formula": "C12H37CuN3O5", "method": "the ωB97M-V functional and the def2-TZVPD basis", "gap_ev": 5.36, "homo_ev": -11.3565, "charge": 1, "relative_energy_ev": 5.224, "elements": ["Cu", "C", "C", "C", "O", "C", "N", "H", "H", "H", "H", "H", "H", "H", "H", "H", "H", "H", "C", "C", "C", "O", "C", "N", "H", "H", "H", "H", "H", "H", "H", "H", "H", "H", "H", "C", "C", "C", "O", "C", "N", "H", "H", "H", "H", "H", "H", "H", "H", "H", "H", "H", "O", "H", "H", "O", "H", "H"], "positions_angstrom": [[1.4023, 0.3676, -0.3681], [-1.2448, 5.2936, -0.6019], [0.1783, 5.5984, -0.2148], [0.3619, 7.0971, 0.0860], [0.2330, 7.7900, -1.1693], [0.5574, 9.1420, -1.1113], [0.6120, 4.7111, 0.8831], [-1.4584, 4.2436, -0.8016], [-1.5237, 5.8298, -1.5090], [-1.9768, 5.6495, 0.1231], [0.8904, 5.4516, -1.0269], [1.3017, 7.3193, 0.5915], [-0.4507, 7.4870, 0.6990], [0.2279, 9.6370, -2.0248], [1.6251, 9.3419, -1.0211], [0.0170, 9.6848, -0.3358], [0.1339, 5.0310, 1.7133], [1.6088, 4.8408, 0.9814], [3.6697, -4.9641, -1.9670], [2.9330, -3.9634, -1.1182], [3.5801, -4.0300, 0.3522], [3.2531, -2.9251, 1.1783], [3.7696, -2.9967, 2.4835], [3.1719, -2.6629, -1.7379], [3.4328, -5.9944, -1.7015], [4.7506, -4.8867, -1.8497], [3.4470, -4.8304, -3.0256], [1.8709, -4.2067, -1.0871], [4.6586, -4.1424, 0.2422], [3.2506, -4.9651, 0.8052], [3.5637, -2.0949, 3.0601], [4.8512, -3.1257, 2.4440], [3.3403, -3.8831, 2.9505], [3.0311, -2.8058, -2.7278], [4.1339, -2.3571, -1.7703], [-3.5014, -4.7048, 2.5547], [-3.7489, -3.5819, 1.4533], [-5.2304, -2.9946, 1.3986], [-6.1199, -4.1261, 1.1719], [-7.4075, -3.6171, 0.6817], [-2.8610, -2.5248, 1.6098], [-4.1083, -5.5951, 2.3899], [-3.7125, -4.3547, 3.5651], [-2.4414, -4.9586, 2.5693], [-3.5175, -3.9761, 0.4638], [-5.1549, -2.2542, 0.6022], [-5.5776, -2.5097, 2.3109], [-7.7427, -4.2011, -0.1754], [-7.4566, -2.5772, 0.3586], [-8.1280, -3.7057, 1.4949], [-3.0303, -2.1148, 2.5172], [-2.0181, -2.9982, 1.9019], [5.3161, 1.9135, -1.0639], [5.6219, 2.5613, -1.6989], [6.1098, 1.6268, -0.6123], [0.3535, 1.5160, -4.6459], [1.0733, 1.1786, -5.1792], [0.0793, 2.3172, -5.0920]]}